No. 1
Below is a 2-piece molecular cluster, C7H9N2OS overall in a non-equilibrium geometry, with properties calculated with wB97M-V/def2-TZVPD.

Structure (XYZ):
```
20
Properties=species:S:1:pos:R:3:forces:R:3:mulliken_charge:R:1
H -0.65377 -0.92433 1.91355 2.160 -0.380 -0.397 0.15
C -0.24100 1.65858 -1.89208 -1.571 2.229 -0.882 -0.12
H 0.91107 3.19264 -0.90460 -0.312 1.344 0.080 0.35
C 0.86224 2.15583 -1.10301 2.577 -2.649 0.449 -0.45
H 1.68816 -2.76552 1.48682 0.568 -0.886 1.501 0.42
C 0.87911 1.31837 0.17561 -0.229 0.521 -0.047 -0.52
C -2.91165 -0.75360 0.37538 -0.030 -0.970 -0.715 0.59
H 1.46104 1.85245 0.93187 -0.203 -0.997 0.489 0.31
H 0.10760 -2.81396 0.55911 0.363 -0.860 -0.346 0.14
C 0.39308 -0.86909 1.39455 -0.629 -0.947 -0.401 -0.50
C 0.19806 0.11852 0.24330 1.531 0.637 0.366 0.47
S -3.02369 -2.29234 0.05667 0.019 -0.434 0.096 -0.35
H 1.22362 -0.55645 1.99779 -0.218 0.921 0.961 0.29
N -0.88699 0.60505 -1.67730 -1.728 -1.540 -1.072 -0.72
N -0.62651 -0.32689 -0.73167 0.198 -0.029 0.370 -0.36
O -3.10636 0.33497 0.65426 -0.001 1.334 0.513 -0.35
H 1.80997 1.90812 -1.67664 -0.279 0.539 0.269 0.13
H -0.69140 2.36534 -2.63807 0.333 -0.736 0.269 0.29
C 1.00183 -2.28950 0.86194 -1.685 3.793 -2.206 -0.98
H 1.60559 -1.91820 -0.02746 -0.864 -0.890 0.702 0.23
```
Forces are in eV/Å.

Its molar mass is 169.2 g/mol. The spin multiplicity is 1. The energy relative to the best compared isomer or geometry (same formula, charge and spin) is 13.41 kcal/mol. The calculation puts the total energy at -23266.2678 eV. Its charge is -1. For the highest occupied orbital energy, the calculation gives -2.259 eV.

=====

No. 2
Below is a 5-piece molecular cluster, C27H29F4O5P2S overall in a non-equilibrium geometry, with properties calculated with wB97M-V/def2-TZVPD.

Structure (XYZ):
```
68
Properties=species:S:1:pos:R:3:forces:R:3:mulliken_charge:R:1
O 1.39351 0.11845 -1.76973 -0.521 -0.442 0.259 -0.20
H 5.11339 2.16120 -1.70142 0.045 0.020 -0.011 0.44
H 5.15865 2.15421 -4.67788 0.018 0.014 -0.018 0.47
H -0.20529 0.59505 -2.97479 0.156 -0.085 -0.466 0.44
C 3.11704 -3.20232 4.43056 0.039 -0.002 0.043 -0.54
H -6.91623 -4.88982 2.28567 0.000 -0.011 -0.028 0.37
C 0.74189 -3.58692 4.44233 -0.245 -0.070 0.109 -0.48
H 3.81338 3.96598 -3.67215 0.010 0.024 -0.008 0.39
C 4.09711 2.21279 -4.87630 0.075 -0.016 0.029 -0.64
H -5.62326 -0.56181 4.29134 0.009 -0.005 -0.005 0.41
C 5.05655 2.84064 -0.86088 -0.004 -0.165 -0.252 -0.36
O -5.82467 0.62678 -0.53017 0.172 -0.796 0.580 -0.42
C 1.61157 -0.94845 -0.92881 1.373 0.408 1.568 -0.05
S -2.32098 1.10658 -0.56568 -0.411 1.625 -0.432 0.02
O -5.57402 0.03291 -2.98786 0.363 0.526 -0.781 -0.58
C 5.72921 4.04428 -0.90052 -0.091 -0.030 0.185 0.23
F -0.50642 -3.07971 2.50400 0.008 0.027 -0.009 -0.29
C -5.38754 -1.92201 2.66247 -0.201 -0.199 0.179 0.41
H 3.93073 -2.39977 2.61449 0.001 -0.001 -0.033 0.40
H -6.26470 0.13194 0.17741 -0.120 0.280 0.442 0.33
H 1.20717 -1.92384 -1.21954 -0.296 0.090 -0.470 0.49
C 1.81703 -2.70066 2.47198 -0.181 0.001 -0.293 -0.23
C 4.24653 3.41038 1.33103 -0.036 0.042 0.016 -0.70
H 6.22309 5.87283 0.08401 0.008 -0.004 -0.026 0.43
O -5.93581 -1.80151 -1.33106 0.757 0.488 1.117 -0.42
O 2.23019 -0.83207 0.09494 -0.381 0.228 -1.341 -0.39
F 6.45313 4.35124 -1.99345 -0.008 0.008 -0.044 -0.33
H -2.70221 -0.60528 -2.80684 -0.170 0.951 0.000 0.22
C -0.54851 1.27349 -0.99002 0.266 -0.375 -0.013 -0.30
C 2.12712 1.34197 -5.94969 -0.139 -0.189 -0.117 -0.44
C 4.31345 2.52501 0.26431 -0.087 0.007 0.142 -0.21
H -7.90908 -4.18680 4.43521 -0.008 -0.013 0.005 0.39
H 2.03060 -3.99559 6.10095 -0.021 -0.004 0.024 0.37
H -2.29986 0.87466 0.76248 0.084 -0.701 -0.138 0.30
H 1.63394 0.61564 -6.58219 -0.009 0.037 -0.034 0.45
C 5.67921 4.94020 0.14836 0.089 0.194 0.004 -0.55
C -6.64129 -3.94160 2.72535 -0.039 0.061 0.086 -0.40
C 1.96981 -3.62918 5.08587 0.078 0.062 -0.108 -0.38
H -5.37110 -2.44520 -1.77211 -0.310 -0.647 -0.127 0.33
C -0.01168 0.23744 -1.97586 0.353 0.094 -0.232 -1.01
C 3.34294 3.23222 -4.31272 0.091 -0.092 0.002 -0.21
P -5.30349 -0.36856 -1.62416 -1.069 0.586 -1.760 0.95
H 1.73288 -2.34689 1.45108 0.059 -0.116 0.298 0.38
H 4.07123 -3.23362 4.93787 0.014 -0.002 0.005 0.38
H -7.27395 -2.02282 5.43988 0.013 0.022 0.024 0.39
H -0.45935 2.26263 -1.40628 -0.141 0.370 -0.205 0.39
C -5.72996 -3.12118 2.07736 0.136 -0.018 -0.259 -0.26
H -0.16513 -3.90767 4.93726 -0.003 -0.011 -0.020 0.43
C -7.19679 -3.54713 3.93365 -0.032 -0.023 0.030 -0.56
F 0.06764 2.44311 -5.62342 -0.015 -0.056 0.062 -0.37
H -5.28985 -3.40669 1.13112 0.032 -0.011 0.026 0.38
C 4.92838 4.61858 1.26961 -0.041 -0.109 -0.059 -0.27
C 0.69137 -3.12411 3.14485 0.196 -0.021 0.123 0.46
H 4.07703 0.48075 -6.14024 -0.005 -0.023 -0.019 0.41
C 1.98378 3.31336 -4.56734 -0.257 0.159 0.139 -0.46
H 3.66521 3.16115 2.20862 0.017 -0.013 0.020 0.41
H 4.87652 5.31282 2.09669 0.030 0.023 0.012 0.37
H 1.37961 4.10578 -4.14415 -0.007 0.017 -0.046 0.48
H 3.78820 1.57943 0.31079 0.010 -0.025 -0.016 0.54
C -5.92184 -1.50973 3.86334 0.102 0.291 0.065 -0.53
C 3.03914 -2.73648 3.12577 -0.017 -0.038 0.101 -0.50
H -0.43160 -0.75549 -1.84995 -0.498 -0.097 0.041 0.49
F -4.48746 -1.11090 2.02927 0.024 0.100 -0.181 -0.24
H 0.04949 1.26843 -0.08994 -0.128 -0.219 0.492 0.46
C -6.83909 -2.33189 4.50012 -0.009 -0.104 -0.084 -0.34
P -3.13332 -0.67256 -1.46916 0.649 -2.114 1.273 -0.06
C 1.39738 2.36482 -5.38063 0.227 0.013 0.043 0.29
C 3.48943 1.27149 -5.69511 -0.003 0.080 0.092 -0.38
```
Forces are in eV/Å.

Its molar mass is 603.5 g/mol. The spin multiplicity is 1. The calculation puts the total energy at -78982.7324 eV. Its charge is +1. For the highest occupied orbital energy, the calculation gives -11.054 eV.

=====

No. 3
Below is a 2-piece molecular cluster, CH8NS overall in a non-equilibrium geometry, with properties calculated with wB97M-V/def2-TZVPD.

Structure (XYZ):
```
11
Properties=species:S:1:pos:R:3:forces:R:3:mulliken_charge:R:1
H -0.78395 -1.36140 -1.76501 -1.115 0.430 -0.812 0.39
H -1.90378 -0.33529 0.73283 1.403 0.829 -0.424 0.34
H 0.28699 -0.78814 -0.70242 1.219 -0.055 -1.080 0.23
H 0.68529 -1.83774 -2.20236 -0.255 1.634 0.904 0.37
S 0.60011 0.38898 0.74546 0.063 1.519 -2.305 -0.27
H -1.40705 1.17482 1.55806 -0.248 -0.733 -1.088 0.31
N 0.15429 -1.00699 -1.79166 0.654 -2.752 0.748 -0.51
H 0.32339 -0.16009 -2.30191 -0.263 0.408 -0.557 0.38
H 0.85631 -0.42750 1.68699 -0.297 -1.424 1.803 0.22
H -1.52383 1.21045 -0.15223 0.319 0.264 -0.985 0.39
C -1.20252 0.55835 0.62672 -1.480 -0.119 3.795 -0.85
```
Forces are in eV/Å.

Its molar mass is 66.1 g/mol. The spin multiplicity is 1. The energy relative to the best compared isomer or geometry (same formula, charge and spin) is 19.55 kcal/mol. The calculation puts the total energy at -13484.5621 eV. Its charge is +1. For the highest occupied orbital energy, the calculation gives -14.199 eV.

=====

No. 4
Below is a 5-piece molecular cluster, H10O5 overall, with properties calculated with wB97M-V/def2-TZVPD.

Structure (XYZ):
```
15
Properties=species:S:1:pos:R:3:forces:R:3:mulliken_charge:R:1
O 3.08167 0.04361 -1.17049 0.226 0.146 -0.007 -0.65
H -0.83586 2.68455 -5.44201 0.080 -0.205 0.117 0.32
H -2.45752 -2.70733 4.63137 0.119 -0.030 0.224 0.32
O -0.86339 -0.12421 -0.55201 0.301 -0.050 -0.027 -0.63
H 3.18832 -0.90256 -1.26850 0.045 -0.222 -0.046 0.31
H 2.17293 0.15504 -0.89119 -0.361 0.068 0.067 0.32
H -1.05280 3.53568 -6.67506 0.000 0.042 -0.247 0.32
H 2.35588 -0.87130 3.27616 0.149 -0.114 -0.174 0.32
H 1.99381 0.42376 3.97158 0.030 0.248 0.035 0.32
H -2.41455 -2.70953 3.11808 0.133 -0.056 -0.194 0.31
O 1.76829 -0.50587 3.93755 -0.184 -0.139 0.123 -0.64
O -2.95296 -2.43309 3.85965 -0.241 0.098 -0.039 -0.64
H -1.47752 -0.23286 -1.27815 -0.123 -0.025 -0.217 0.32
H -1.41687 0.07902 0.20204 -0.100 0.075 0.255 0.32
O -1.08936 3.56503 -5.71900 -0.077 0.165 0.130 -0.64
```
Forces are in eV/Å.

Its molar mass is 90.1 g/mol. The spin multiplicity is 1. The energy relative to the best compared isomer or geometry (same formula, charge and spin) is 32.07 kcal/mol. The calculation puts the total energy at -10399.4588 eV. For the highest occupied orbital energy, the calculation gives -11.498 eV. As for the SMILES: O.O.O.O.O.